Here is 13 unconnected molecules or ions with the total composition C52H104O13 from the Open Molecules 2025 dataset. Energies are from ωB97M-V/def2-TZVPD.

Calculated values
LUMO level in eV: 0.42
Charge: 0
Spin multiplicity: 1
Energy relative to the best compared isomer or geometry (same formula, charge and spin) in kcal/mol: 75.6
Gap between HOMO and LUMO in eV: 9.62

Geometry as XYZ:
```
169
C52H104O13 ωB97M-V/def2-TZVPD
C 6.211 -3.271 -1.828
C 5.698 -1.921 -2.325
C 4.799 -1.473 -1.215
O 4.889 -2.440 -0.170
C 5.325 -3.690 -0.676
H 7.279 -3.152 -1.487
H 6.210 -4.030 -2.627
H 5.210 -2.138 -3.314
H 6.518 -1.212 -2.426
H 3.714 -1.361 -1.456
H 5.069 -0.548 -0.734
H 4.464 -4.355 -0.954
H 5.925 -4.151 0.114
C -6.375 0.903 -1.137
C -7.233 -0.376 -0.905
C -8.000 -0.016 0.390
O -8.274 1.371 0.245
C -7.103 1.958 -0.326
H -6.322 1.217 -2.223
H -5.339 0.841 -0.878
H -6.660 -1.317 -0.836
H -7.991 -0.533 -1.741
H -7.229 -0.233 1.184
H -8.951 -0.505 0.675
H -6.493 2.253 0.529
H -7.466 2.877 -0.855
C 4.240 -0.837 2.385
C 3.640 -0.465 3.717
C 4.821 -0.429 4.689
O 5.783 -1.232 4.052
C 5.396 -1.758 2.802
H 4.729 0.007 1.901
H 3.616 -1.349 1.675
H 2.999 -1.197 4.107
H 3.030 0.462 3.661
H 4.558 -0.934 5.620
H 5.252 0.582 4.839
H 5.014 -2.802 2.953
H 6.305 -1.639 2.210
C -2.189 3.869 -1.026
C -2.123 5.185 -1.759
C -0.786 5.796 -1.188
O -0.428 5.017 -0.066
C -1.540 4.224 0.338
H -1.761 3.124 -1.660
H -3.257 3.577 -0.903
H -2.994 5.840 -1.555
H -2.091 5.076 -2.909
H -0.872 6.841 -0.905
H -0.009 5.766 -1.993
H -2.349 4.792 0.836
H -1.090 3.447 0.959
C -3.440 -2.463 2.978
C -4.324 -3.310 2.008
C -3.314 -4.209 1.235
O -2.006 -3.732 1.599
C -2.043 -2.539 2.446
H -3.475 -2.985 3.904
H -3.821 -1.443 3.122
H -4.788 -2.640 1.282
H -5.090 -3.839 2.559
H -3.431 -4.137 0.163
H -3.300 -5.246 1.662
H -1.813 -1.672 1.753
H -1.247 -2.553 3.168
C 1.834 -3.723 -3.299
C 1.891 -4.697 -4.438
C 1.849 -3.845 -5.754
O 1.300 -2.648 -5.343
C 1.715 -2.407 -4.045
H 2.747 -3.764 -2.677
H 0.959 -3.757 -2.653
H 1.063 -5.505 -4.466
H 2.827 -5.332 -4.384
H 1.199 -4.207 -6.567
H 2.892 -3.729 -6.067
H 0.969 -1.647 -3.662
H 2.715 -1.917 -4.022
C 1.642 -4.207 0.937
C 2.948 -4.515 1.716
C 3.423 -5.859 1.213
O 2.565 -6.176 0.091
C 1.322 -5.525 0.294
H 1.813 -3.559 0.104
H 0.815 -3.778 1.536
H 2.805 -4.547 2.833
H 3.681 -3.722 1.490
H 3.385 -6.566 2.021
H 4.451 -5.793 0.833
H 0.644 -6.175 0.841
H 0.869 -5.403 -0.743
C 1.203 1.861 -4.246
C -0.017 2.352 -3.497
C -1.182 1.525 -4.064
O -0.585 0.471 -4.771
C 0.640 1.011 -5.332
H 1.867 1.395 -3.546
H 1.827 2.688 -4.614
H -0.170 3.407 -3.582
H 0.141 2.279 -2.427
H -1.664 2.135 -4.836
H -1.965 1.112 -3.372
H 0.386 1.707 -6.186
H 1.313 0.232 -5.701
C -0.062 -0.851 -0.786
C 0.908 0.203 -0.298
C 0.289 0.519 0.993
O -1.111 0.580 0.728
C -1.365 -0.170 -0.392
H -0.042 -1.782 -0.217
H 0.015 -1.097 -1.828
H 1.147 1.093 -0.915
H 1.885 -0.254 -0.090
H 0.589 1.511 1.318
H 0.564 -0.222 1.769
H -1.650 0.627 -1.156
H -2.284 -0.930 -0.281
C 5.689 3.029 0.594
C 4.721 4.177 0.950
C 4.455 3.798 2.394
O 5.720 3.456 2.924
C 6.468 2.775 1.885
H 6.095 3.159 -0.375
H 5.065 2.154 0.420
H 3.885 4.200 0.287
H 5.156 5.167 0.888
H 3.835 2.885 2.383
H 4.011 4.615 3.028
H 6.502 1.682 2.056
H 7.435 3.205 1.885
C 0.039 4.081 4.667
C -0.396 5.281 3.770
C 0.914 5.937 3.244
O 1.739 5.683 4.360
C 1.589 4.437 4.923
H -0.115 3.240 4.042
H -0.576 4.060 5.568
H -0.902 6.020 4.286
H -0.980 4.992 2.898
H 0.776 6.975 3.021
H 1.189 5.392 2.326
H 1.911 4.533 5.936
H 2.205 3.721 4.374
C -3.696 2.594 4.207
C -3.231 1.429 3.278
C -4.470 1.198 2.390
O -5.523 2.126 2.821
C -4.827 3.227 3.452
H -2.898 3.339 4.532
H -4.027 2.143 5.089
H -3.052 0.629 3.946
H -2.391 1.593 2.635
H -4.905 0.151 2.535
H -4.215 1.296 1.331
H -5.587 3.693 4.094
H -4.406 3.927 2.678
C -4.002 -2.497 -4.872
C -4.817 -2.895 -3.688
C -3.876 -2.588 -2.535
O -3.170 -1.379 -2.895
C -3.333 -1.173 -4.357
H -4.588 -2.247 -5.749
H -3.284 -3.268 -5.121
H -5.118 -3.983 -3.741
H -5.724 -2.291 -3.606
H -3.101 -3.334 -2.419
H -4.404 -2.453 -1.587
H -2.377 -0.784 -4.774
H -4.083 -0.405 -4.518
```